# 1
3 unconnected molecules or ions with the total composition C2H9NS at a distorted geometry, computed with ωB97M-V/def2-TZVPD.

Computed properties:
HOMO, eV: -9.1
SMILES: [H][H].C1CS1.N
E_LUMO, Eh: 0.03343
HOMO-LUMO gap, hartree: 0.3665

The geometry in XYZ format:
```
13
Properties=species:S:1:pos:R:3:forces:R:3
N 1.7755 0.9659 -1.3837 0.3 -0.2 -0.2
H 0.9544 0.8685 -0.7947 0.2 0.1 0.1
H -1.0433 -0.4774 -2.4952 0.2 -0.1 0.0
H 2.2464 0.0684 -1.3721 -0.2 -0.2 -0.2
H 2.4379 1.5605 -0.9035 -0.2 0.3 0.2
C -0.3596 -0.8442 1.5544 -0.7 -0.4 -1.8
C -1.3583 0.2150 1.1296 -0.3 -1.2 1.2
S 0.1830 0.8209 1.8068 0.0 0.3 0.2
H -0.3454 -0.7360 -2.4168 -0.2 0.1 0.0
H 0.1031 -1.3034 0.6805 0.1 -0.1 0.3
H -0.7292 -1.5929 2.2371 0.4 0.4 0.9
H -1.6939 0.1850 0.1088 0.4 0.6 -0.4
H -2.1707 0.2697 1.8488 -0.1 0.3 -0.2
```
Forces are in eV/Å.

***

# 2
2 unconnected molecules or ions with the total composition C2H9NS2 at a distorted geometry, computed with ωB97M-V/def2-TZVPD.

Computed properties:
HOMO, eV: -9.2
SMILES: CNC.SS
E_LUMO, Eh: 0.01175
HOMO-LUMO gap, hartree: 0.3486

The geometry in XYZ format:
```
14
Properties=species:S:1:pos:R:3:forces:R:3
S 3.5053 -2.2298 3.3427 0.3 0.4 -0.4
S 3.6225 -1.8458 1.2968 -1.3 1.5 0.5
H 4.3533 -1.2392 3.6989 -0.1 -0.3 0.1
H 2.7271 -0.7169 1.2995 1.2 -1.6 -0.1
C -0.3360 0.0122 -0.9887 0.5 -2.4 0.6
N -1.1748 1.0570 -0.4140 -1.2 -0.7 -0.5
C -2.5721 0.9882 -1.0055 0.2 1.7 4.6
H 0.7903 -0.0533 -0.5873 -2.6 0.6 -1.0
H -0.7938 -1.0705 -0.7481 0.9 2.4 -0.4
H -0.4185 0.1492 -2.0798 0.8 -0.6 0.0
H -0.8426 1.9414 -0.7400 0.6 0.6 0.0
H -2.6988 0.9071 -2.0409 0.2 0.1 -1.8
H -3.0619 1.9291 -0.5212 0.5 -1.5 -1.4
H -3.0998 0.1713 -0.5125 0.1 -0.2 -0.2
```
Forces are in eV/Å.

***

# 3
2 unconnected molecules or ions with the total composition C2H9NS2 at a distorted geometry, computed with ωB97M-V/def2-TZVPD.

Computed properties:
HOMO, eV: -9.0
SMILES: CNC.SS
E_LUMO, Eh: -0.02418
HOMO-LUMO gap, hartree: 0.3061

The geometry in XYZ format:
```
14
Properties=species:S:1:pos:R:3:forces:R:3
S 0.2706 0.5433 2.3252 -1.1 -1.7 -1.5
S -0.5155 -1.2329 1.1289 1.9 1.1 1.7
H 0.1631 1.2461 1.1906 0.2 0.3 0.2
H 0.6858 -1.8756 1.3548 -1.0 0.2 -0.4
C 0.6514 1.4442 -1.8959 -2.1 0.8 -0.6
N 0.6386 0.1155 -2.3836 -0.3 -2.6 0.8
C -0.7899 -0.2862 -2.4825 -0.7 -0.9 -0.9
H 1.5338 1.9251 -2.0979 2.5 1.0 -0.3
H -0.0735 1.9697 -2.5413 0.1 0.2 0.4
H 0.3725 1.6733 -0.8624 -0.2 -0.5 0.2
H 1.1675 -0.5274 -1.7542 -0.7 0.7 -0.7
H -1.3309 -0.0330 -1.5344 0.1 0.0 -0.8
H -1.0607 -1.4161 -2.6850 1.2 2.1 0.3
H -1.1777 0.3151 -3.3795 0.1 -0.9 1.4
```
Forces are in eV/Å.

***

# 4
3 unconnected molecules or ions with the total composition C2H9O at a distorted geometry, computed with ωB97M-V/def2-TZVPD.

Computed properties:
HOMO, eV: -14.1
Charge: +1
E_LUMO, Eh: -0.30099
HOMO-LUMO gap, hartree: 0.2174

The geometry in XYZ format:
```
12
Properties=species:S:1:pos:R:3:forces:R:3
O 3.3151 1.2988 -0.9915 0.0 0.1 1.4
H 3.2360 1.5292 -1.8973 -0.1 0.2 -1.4
H -0.1310 1.8479 0.8890 -0.5 -0.9 0.2
H 3.4888 2.1510 -0.5680 0.1 -0.3 0.1
C -1.5522 -0.6027 0.9706 0.4 -1.2 -1.2
C -2.2681 -1.4613 0.1060 -1.1 -2.2 0.0
H -0.4598 -0.4702 0.7652 -0.9 0.2 0.7
H -2.1303 -0.1561 1.7634 0.4 0.5 0.4
H 0.1699 2.4839 0.7681 0.5 1.0 -0.2
H -2.7692 -2.3909 0.6932 0.8 2.0 -0.4
H -3.2309 -1.0069 -0.2308 0.2 0.0 0.3
H -1.7727 -1.9950 -0.7109 0.3 0.7 0.1
```
Forces are in eV/Å.

***

# 5
2 unconnected molecules or ions with the total composition C2H9O2 at a distorted geometry, computed with ωB97M-V/def2-TZVPD.

Computed properties:
HOMO, eV: -16.6
Charge: +1
E_LUMO, Eh: -0.13777
HOMO-LUMO gap, hartree: 0.4715

The geometry in XYZ format:
```
13
Properties=species:S:1:pos:R:3:forces:R:3
O -1.9933 1.3932 0.1454 -0.1 0.1 0.3
H -1.2932 0.3409 -0.5675 1.9 -0.4 -0.3
H -2.8291 1.8461 -0.0113 -0.2 -0.2 -0.7
H -1.8721 1.5621 1.0883 0.4 -0.3 0.1
C 1.0184 0.0829 -0.2694 -1.9 -1.3 0.7
O -0.3827 -0.2818 -0.8612 -0.5 -0.1 -2.0
C 1.2823 -1.0812 0.6412 0.0 0.6 1.8
H 1.7748 -0.0039 -1.0370 -0.3 0.9 -0.6
H 0.6883 1.0338 0.0936 1.2 0.8 0.5
H -0.2629 -0.5396 -1.8308 -0.8 0.6 1.7
H 0.9207 -1.9145 0.1350 0.6 -1.9 -1.7
H 2.3196 -1.1458 0.9833 -0.2 -0.1 -0.4
H 0.6292 -1.2921 1.4905 0.0 1.4 0.6
```
Forces are in eV/Å.

***

# 6
3 unconnected molecules or ions with the total composition C2H9O3 at a distorted geometry, computed with ωB97M-V/def2-TZVPD.

Computed properties:
HOMO, eV: -4.2
Charge: -1
E_LUMO, Eh: 0.15437
HOMO-LUMO gap, hartree: 0.3078

The geometry in XYZ format:
```
14
Properties=species:S:1:pos:R:3:forces:R:3
C 1.0789 0.4884 -0.6953 -0.2 0.5 -0.1
O -0.1248 1.0382 -0.2479 0.1 0.0 -0.2
C 2.2686 1.1342 0.0184 0.0 -1.1 -0.4
H 1.1001 -0.5747 -0.4777 0.0 -0.4 0.0
H 1.1375 0.6004 -1.7904 0.3 0.1 0.0
H 2.1969 0.8096 1.0518 0.1 0.3 0.3
H 3.2056 0.7176 -0.3759 0.0 0.2 0.0
H 2.2704 2.2076 -0.0665 0.0 0.4 0.0
H -2.6671 -1.2777 0.2849 0.5 0.1 -0.2
H -3.4523 -2.4112 -0.5321 0.2 0.0 0.2
O -3.3994 -1.4641 -0.3956 -0.6 0.0 -0.1
H -1.6425 -0.7316 1.9615 0.2 0.2 0.1
H -0.6283 0.2914 0.2094 -0.4 0.1 0.6
O -1.3435 -0.8280 1.0555 -0.2 -0.4 -0.2
```
Forces are in eV/Å.

***

# 7
3 unconnected molecules or ions with the total composition C2H9O3 at a distorted geometry, computed with ωB97M-V/def2-TZVPD.

Computed properties:
Spin multiplicity: 2
HOMO (spin up / spin down), eV: -11.3 / -11.0
⟨S²⟩: 0.75
E_LUMO (spin up / spin down), Eh: 0.02295 / -0.09271
HOMO-LUMO gap (spin up / spin down), hartree: 0.4377 / 0.3130

The geometry in XYZ format:
```
14
Properties=species:S:1:pos:R:3:forces:R:3
C -0.6030 0.8625 -0.0871 1.4 0.0 1.3
O 0.7212 0.5554 -0.4463 -0.9 0.2 -1.0
C -1.1061 -0.1671 0.9455 -0.3 0.8 -1.1
H -1.2648 0.8711 -0.9594 0.2 0.1 -0.2
H -0.4920 1.8792 0.2937 -0.8 0.2 0.1
H -0.4708 -0.2127 1.8227 0.1 -0.1 0.0
H -1.1154 -1.1098 0.3992 -0.2 -0.3 0.5
H -2.1131 0.1465 1.2220 -0.1 -0.3 0.1
H -0.5407 -0.5826 -2.0497 -0.2 -0.2 -0.5
H 0.8706 -0.9064 -1.9321 0.6 -0.2 -0.1
O 0.1947 -0.8528 -2.6114 -0.3 0.0 0.2
H 1.9065 0.3660 1.6816 0.4 -0.1 0.3
H 1.7867 -0.3962 0.4371 0.0 -0.4 -0.6
O 2.2261 -0.4530 1.2841 0.2 0.2 0.8
```
Forces are in eV/Å.

***

# 8
3 unconnected molecules or ions with the total composition C2H9OS, computed with ωB97M-V/def2-TZVPD.

Computed properties:
Spin multiplicity: 2
HOMO (spin up / spin down), eV: -6.8 / -9.2
⟨S²⟩: 0.76
E_LUMO (spin up / spin down), Eh: 0.02190 / 0.02143
HOMO-LUMO gap (spin up / spin down), hartree: 0.2731 / 0.3612

The geometry in XYZ format:
```
13
Properties=species:S:1:pos:R:3:forces:R:3
O -0.5633 -1.5499 -0.2528 0.0 -0.3 0.1
H -0.1203 -2.2894 0.1781 0.0 0.1 0.0
H -2.3064 -0.6327 3.5124 0.3 -0.2 -0.3
H -1.2569 -1.9602 -0.7750 -0.1 0.0 -0.1
C 1.4173 0.9392 -1.5194 -0.3 -0.3 0.4
C 0.2797 1.1111 -0.5652 0.1 0.4 -0.5
S 0.5032 1.2427 1.1169 0.3 0.0 0.6
H 1.1759 0.0692 -2.1342 0.2 0.0 -0.2
H 1.5814 1.7855 -2.1830 -0.1 0.2 -0.1
H 2.3495 0.7310 -0.9926 0.0 0.0 0.0
H -1.8592 -0.9756 3.0086 -0.3 0.2 0.3
H -0.7409 1.1339 -0.9163 0.1 -0.1 -0.2
H -0.4601 0.3953 1.5225 -0.1 0.1 0.0
```
Forces are in eV/Å.

***

# 9
2 unconnected molecules or ions with the total composition C2H9OS at a distorted geometry, computed with ωB97M-V/def2-TZVPD.

Computed properties:
HOMO, eV: -16.2
Charge: +1
E_LUMO, Eh: -0.13143
HOMO-LUMO gap, hartree: 0.4654

The geometry in XYZ format:
```
13
Properties=species:S:1:pos:R:3:forces:R:3
O -2.2348 0.1612 -0.0191 -1.6 -0.7 -0.7
H -2.7006 -0.1352 -0.8413 0.6 0.3 0.8
H -2.9749 0.0520 0.6195 0.8 0.3 -0.2
H -0.6171 0.6357 -1.2215 1.2 -0.6 0.7
C 0.5898 0.9965 0.9244 0.0 1.6 -0.5
S 0.7439 0.5817 -0.8765 0.2 0.5 1.1
C 1.2727 -1.1167 -0.6196 3.8 0.7 -2.6
H 1.2459 1.7529 1.4088 0.4 -0.8 -1.1
H -0.3549 1.4572 0.9898 -1.4 0.4 0.0
H 0.5279 0.0944 1.4558 0.2 -1.2 0.6
H 1.7461 -1.5481 -1.5510 -0.6 0.9 0.6
H 0.6218 -1.8305 -0.3433 -2.9 -1.8 1.4
H 2.1341 -1.1010 0.0740 -0.6 0.5 -0.1
```
Forces are in eV/Å.

***

# 10
A molecular structure, C2HAuO4 at a distorted geometry, computed with ωB97M-V/def2-TZVPD.

Computed properties:
Spin multiplicity: 4
HOMO (spin up / spin down), eV: -12.7 / -14.8
⟨S²⟩: 3.78
Charge: +1
E_LUMO (spin up / spin down), Eh: -0.24534 / -0.32899
HOMO-LUMO gap (spin up / spin down), hartree: 0.2219 / 0.2152

The geometry in XYZ format:
```
8
Properties=species:S:1:pos:R:3:forces:R:3
O 2.0287 -0.5463 0.1091 -4.4 -6.8 -0.6
O -2.3956 -0.1553 0.2751 -1.7 -0.8 -0.2
O 0.8227 -0.0199 0.6772 -0.3 -0.5 1.1
O -2.0847 1.1915 -0.1057 0.0 0.4 -0.3
C -1.3518 -0.8148 0.2196 0.1 0.3 1.7
C -0.1789 -0.1915 -0.1694 0.3 -0.2 -2.4
H 0.0759 -0.2626 -1.2352 -0.2 0.7 0.2
Au 3.0836 0.7989 0.2293 6.1 6.8 0.5
```
Forces are in eV/Å.

***

Computed values of relative energy (zero: lowest compared OMol25 entry of this formula, charge and spin) (unit: eV) for the preceding records, in sequence: 1.863 1.650 1.676 2.047 0.996 0.170 0.302 0.128 0.949 0.000.
Computed values of E (unit: a.u.) for the preceding records, in sequence: -534.4612 -932.6634 -932.6625 -156.4110 -231.7630 -307.3403 -307.2111 -554.9153 -554.7151 -512.5896.